Record 1
{
  "formula": "CH2O3S2",
  "method": "wB97M-V/def2-TZVPD",
  "species": ["H", "O", "S", "O", "H", "S", "C", "O"],
  "xyz": [[-1.9060, 0.3317, -1.6854], [-0.4094, -2.3738, 1.2295], [-1.2164, -2.3131, 0.0627], [-1.1545, -0.1693, -2.0054], [1.4304, -0.8906, 0.5733], [1.1412, 0.4113, 0.7084], [-0.7566, -1.0358, -1.1248], [-0.2412, -2.1751, -1.4394]],
  "atomic_forces_ev_per_a": [[-0.119, 0.515, 0.301], [0.488, 0.215, 0.806], [-0.878, -0.443, -1.106], [-0.367, -0.272, -0.941], [0.272, 0.118, 0.214], [-0.805, -0.614, -0.873], [1.136, 1.136, 2.049], [0.274, -0.654, -0.450]],
  "de_lowest_kcal_mol": 93.2,
  "charge": 0,
  "energy_ha": -1061.22503,
  "gap_ev": [7.78, 6.42],
  "lumo_energy_ev": [-1.01, -1.70]
}

---

Record 2
{
  "formula": "C3H9BrNO",
  "method": "wB97M-V/def2-TZVPD",
  "species": ["H", "H", "H", "H", "H", "H", "O", "H", "Br", "N", "C", "H", "H", "C", "C"],
  "xyz": [[0.7315, 1.6977, 0.3438], [1.8562, 0.5592, 1.9947], [0.1957, -1.8589, 1.0875], [-1.0475, 0.6366, -1.7410], [-0.8835, -1.7840, -0.2962], [2.9463, -1.4296, -2.7535], [1.0162, 0.1901, 1.9414], [-1.8636, 1.4109, -0.3895], [1.7397, -1.3009, -1.9838], [-0.3158, -1.2604, 0.3901], [0.2394, 1.0675, 1.1256], [-2.2827, -0.1269, -0.9207], [-0.4507, 1.6202, 1.6884], [-0.4665, 0.0099, 0.2587], [-1.4146, 0.5686, -0.7455]],
  "atomic_forces_ev_per_a": [[0.250, -0.252, 0.954], [2.624, 0.790, 0.601], [-0.237, 1.637, -0.736], [0.926, 0.588, -0.711], [0.516, -0.040, 0.660], [-0.354, 0.043, 0.173], [-1.582, 0.668, -0.230], [-0.759, 2.724, 0.745], [0.481, -0.030, -0.268], [-0.783, -1.043, -0.461], [0.793, -3.939, -1.830], [0.736, 0.271, 0.435], [-1.118, 0.932, 0.728], [-0.571, 1.622, 0.393], [-0.921, -3.971, -0.454]],
  "de_lowest_kcal_mol": 0.0,
  "charge": 1,
  "energy_ha": -2823.43283,
  "gap_ev": 10.22,
  "lumo_energy_ev": -4.45
}

---

Record 3
{
  "formula": "C6H13N3O2S",
  "method": "wB97M-V/def2-TZVPD",
  "species": ["S", "C", "C", "O", "H", "H", "H", "C", "O", "H", "N", "H", "H", "H", "C", "H", "H", "H", "N", "H", "N", "H", "C", "H", "C"],
  "xyz": [[-1.6900, -0.8147, 0.1993], [1.2306, 0.9959, 1.2885], [2.0706, -1.7621, -1.0511], [-2.8369, 0.0231, -0.1135], [-2.4549, 2.1691, 0.2322], [-0.4586, -1.8192, -1.3244], [-0.5874, 0.4505, -1.2846], [-1.6160, 2.6694, -0.0762], [-1.9172, -1.5851, 1.4112], [2.7314, -1.1185, -1.5655], [1.0609, 0.1324, 0.1808], [0.7833, -1.8640, 0.7681], [0.1951, 2.8949, 1.9214], [-1.7893, 2.9084, -1.0590], [1.6114, -1.1729, 0.2335], [1.3341, -2.2604, -1.6334], [2.7024, -2.6799, -0.8395], [1.9783, 0.7700, 2.0082], [-1.4031, -1.8462, -1.0601], [-1.7769, -2.7756, -0.8450], [-0.4680, 1.7966, 0.1435], [-1.3795, 3.5003, 0.5550], [0.3391, 1.9730, 1.2851], [2.5359, -1.0778, 0.9629], [-0.1951, 0.4931, -0.3377]],
  "atomic_forces_ev_per_a": [[-1.274, 0.812, 1.258], [0.460, -0.477, 0.403], [1.405, -2.437, 0.901], [0.071, 0.013, -0.604], [-2.279, -0.904, 1.096], [1.237, -0.368, -0.432], [0.205, -0.735, -2.892], [2.051, -0.810, 1.499], [0.810, -0.400, -0.034], [0.297, 0.852, -0.973], [-0.549, 2.164, -0.353], [1.953, 1.060, -0.945], [0.393, -1.540, -0.764], [0.148, 0.835, -2.483], [-0.270, -1.710, 3.270], [-0.909, 0.371, -0.953], [-0.424, 1.023, 0.233], [0.490, 0.013, 0.274], [-1.857, -0.786, 0.128], [0.411, 0.344, -0.243], [1.213, -0.664, 0.555], [-0.343, 0.838, -0.034], [-0.853, 1.457, -0.024], [-1.937, -0.369, -1.390], [-0.448, 1.416, 2.508]],
  "de_lowest_kcal_mol": 98.0,
  "charge": 0,
  "energy_ha": -949.24312,
  "gap_ev": 8.04,
  "lumo_energy_ev": 0.66,
  "smiles": "CCN1C=CN(C)[C@@H]1S(N)(=O)=O"
}